Computed, not measured: 2 unconnected molecules or ions with the total composition C4H10O2 in a non-equilibrium geometry, with wB97M-V/def2-TZVPD.

The geometry in ORCA input format:
```
! RIJCOSX wB97M-V def2-TZVPD def2/J DEFGRID3
* xyz 1 2
H -0.622 -3.250 4.548
O 0.792 -1.027 2.520
C 0.012 -2.098 2.688
C 0.097 3.363 -4.721
O 1.066 4.015 -4.663
C -0.527 -2.165 4.192
H -0.831 1.543 -3.901
H -0.728 3.495 -5.372
H 0.699 1.379 -4.755
H -0.802 -1.978 2.115
H 0.714 1.761 -3.232
H -1.598 -1.697 4.124
C 0.087 1.998 -4.096
H 0.135 -1.839 4.960
H 0.955 -0.426 3.223
H 0.553 -3.075 2.370
*
```

Output
* HOMO-LUMO gap (alpha / beta): 0.1916 / 0.0523 Ha
* highest occupied orbital energy (alpha / beta): -11.8 / -11.8 eV
* expectation value of S²: 0.76

Computed, not measured: 3 unconnected molecules or ions with the total composition C4H10O3 in a non-equilibrium geometry, with wB97M-V/def2-TZVPD.

The geometry in ORCA input format:
```
! RIJCOSX wB97M-V def2-TZVPD def2/J DEFGRID3
* xyz 0 1
O -0.428 2.486 -0.791
H 3.139 -1.180 0.828
H -0.440 -0.051 -0.624
H -2.179 0.792 -1.370
H 3.046 -0.787 -0.980
H -0.244 2.751 -1.708
C 2.558 -0.868 -0.023
H 0.344 1.925 -0.613
C 1.241 -0.724 0.139
C 0.646 -0.835 1.478
H -0.946 -0.778 2.807
O 0.476 -0.254 -0.884
H 1.347 -0.965 2.291
C -0.650 -0.736 1.770
H -1.392 -0.590 0.994
O -2.646 0.057 -0.943
H -3.448 0.494 -0.620
*
```

Output
* HOMO-LUMO gap: 0.3382 Ha
* highest occupied orbital energy: -8.6 eV

Computed, not measured: 3 unconnected molecules or ions with the total composition C4H10O3 in a non-equilibrium geometry, with wB97M-V/def2-TZVPD.

The geometry in ORCA input format:
```
! RIJCOSX wB97M-V def2-TZVPD def2/J DEFGRID3
* xyz 0 1
C 1.513 0.864 0.041
H -2.805 1.418 1.326
H -0.660 -1.294 0.534
O -1.233 -1.747 -0.099
H -1.569 1.002 2.643
O 2.157 -1.872 -3.024
C -1.798 1.145 1.599
O -1.029 1.139 -0.644
H 1.462 0.066 -0.695
C -0.815 1.039 0.708
C 0.619 0.978 1.025
H 1.276 -1.540 -2.809
H 2.543 1.193 0.050
H 0.914 1.172 2.051
H 2.651 -1.621 -2.235
H -1.831 0.633 -0.836
H -1.396 -2.576 0.366
*
```

Output
* HOMO-LUMO gap: 0.3317 Ha
* highest occupied orbital energy: -8.7 eV

Computed, not measured: 3 unconnected molecules or ions with the total composition C4H10O3 in a non-equilibrium geometry, with wB97M-V/def2-TZVPD.

The geometry in ORCA input format:
```
! RIJCOSX wB97M-V def2-TZVPD def2/J DEFGRID3
* xyz 0 1
H 1.745 -1.159 -2.713
H 1.642 -2.334 -0.767
H -1.256 1.182 -0.729
O 0.348 1.302 1.785
H -1.332 -1.597 -0.706
H 1.312 1.312 0.006
C 1.005 0.616 0.781
C 1.273 -0.670 -1.868
H 0.646 0.186 -2.113
H -2.432 -2.270 0.157
H 1.195 -1.289 1.541
C 1.099 -0.710 0.623
O -1.597 1.971 -0.330
O -2.035 -1.435 -0.061
H -0.320 1.798 1.311
H -2.507 2.080 -0.623
C 1.235 -1.327 -0.705
*
```

Output
* HOMO-LUMO gap: 0.3252 Ha
* highest occupied orbital energy: -8.3 eV

Computed, not measured: 3 unconnected molecules or ions with the total composition C4H10O3 in a non-equilibrium geometry, with wB97M-V/def2-TZVPD.

The geometry in ORCA input format:
```
! RIJCOSX wB97M-V def2-TZVPD def2/J DEFGRID3
* xyz 0 1
H -0.167 1.726 1.767
H 2.491 -1.924 0.969
C 2.258 -1.277 0.196
H 2.818 -1.574 -0.623
C -0.314 0.697 1.834
O 1.135 0.555 -0.699
H -0.179 -1.400 1.502
H 1.882 0.750 -1.347
O -2.396 0.681 0.272
C 0.243 -0.383 1.391
H -1.275 0.579 2.417
H -1.402 -0.281 -2.796
O -1.389 0.353 -2.164
H -1.538 0.907 -0.197
H -0.523 0.635 -2.371
H -2.889 0.344 -0.497
C 1.247 -0.388 0.347
*
```

Output
* HOMO-LUMO gap: 0.3301 Ha
* highest occupied orbital energy: -8.6 eV

Computed, not measured: 2 unconnected molecules or ions with the total composition C4H10O3 in a non-equilibrium geometry, with wB97M-V/def2-TZVPD.

The geometry in ORCA input format:
```
! RIJCOSX wB97M-V def2-TZVPD def2/J DEFGRID3
* xyz 0 1
C 1.413 -2.356 -1.376
C 0.768 -0.963 -1.812
C -1.017 0.950 -0.992
H 1.045 0.395 -0.035
H -1.333 2.414 0.074
O -1.278 1.283 -2.097
H 2.433 -2.186 -0.967
C 0.195 -0.200 -0.629
H 1.288 -3.096 -2.206
H -0.049 -0.975 -2.557
H -0.330 -0.891 0.070
O -1.634 1.505 0.119
O -1.141 2.447 5.460
H 0.916 -2.887 -0.439
H -1.955 2.919 5.275
H -0.820 2.137 4.553
H 1.499 -0.497 -2.440
*
```

Output
* HOMO-LUMO gap: 0.3969 Ha
* highest occupied orbital energy: -10.5 eV

Computed, not measured: C4H10O3 in the gas phase, with wB97M-V/def2-TZVPD.

The geometry in ORCA input format:
```
! RIJCOSX wB97M-V def2-TZVPD def2/J DEFGRID3
* xyz 0 1
O -0.812 0.200 1.568
C 2.478 0.684 -0.154
O -2.177 0.910 -0.623
H 0.661 -1.326 -1.008
O 1.511 -0.137 0.462
H -0.781 -1.754 0.862
H 0.123 0.366 1.771
C -0.798 -0.718 0.489
H -1.936 1.368 0.199
H 2.022 1.606 -0.546
H 3.215 0.943 0.609
C 0.423 -0.449 -0.389
C -2.083 -0.457 -0.294
H 0.203 0.404 -1.046
H 2.982 0.166 -0.983
H -2.942 -0.779 0.312
H -2.089 -1.028 -1.230
*
```

Output
* HOMO-LUMO gap: 0.4097 Ha
* highest occupied orbital energy: -10.3 eV

Computed, not measured: 3 unconnected molecules or ions with the total composition C4H10O3S in a non-equilibrium geometry, with wB97M-V/def2-TZVPD.

The geometry in ORCA input format:
```
! RIJCOSX wB97M-V def2-TZVPD def2/J DEFGRID3
* xyz 0 1
C 0.207 0.010 1.007
H -0.730 -0.020 1.592
S -0.713 -1.997 -1.061
H -0.195 1.594 -0.632
H -2.075 -0.828 0.276
C 0.221 0.607 -0.363
H 0.365 2.119 1.414
H -0.460 -0.048 -1.019
C 1.574 0.589 -1.171
H -1.629 -2.550 -1.868
H 1.260 -1.147 -1.525
H -3.036 -0.674 1.468
O 2.000 1.525 -1.760
O -2.420 -0.168 0.927
H 0.694 -0.954 1.139
O 2.045 -0.662 -1.203
C 0.927 1.208 1.265
H 1.965 1.394 1.511
*
```

Output
* HOMO-LUMO gap: 0.2539 Ha
* highest occupied orbital energy: -8.5 eV

Computed, not measured: 2 unconnected molecules or ions with the total composition C4H10O4 in a non-equilibrium geometry, with wB97M-V/def2-TZVPD.

The geometry in ORCA input format:
```
! RIJCOSX wB97M-V def2-TZVPD def2/J DEFGRID3
* xyz 0 1
H 1.994 2.437 0.074
H -1.514 -0.338 1.006
H -0.897 3.031 0.256
H -1.633 -2.393 -0.265
H 0.027 -2.889 0.079
H -1.347 2.063 -0.768
O 1.935 1.492 -0.135
H 0.741 -1.074 1.412
O -1.458 -0.075 0.074
C 0.899 -0.528 0.482
O 0.641 1.534 1.685
O -0.667 2.741 -0.639
C -0.293 -0.735 -0.471
H -0.566 -2.650 -1.566
H -0.151 -0.283 -1.445
H 1.755 -1.007 0.002
C 1.123 0.922 0.767
C -0.589 -2.249 -0.550
*
```

Output
* HOMO-LUMO gap: 0.4066 Ha
* highest occupied orbital energy: -10.3 eV

Computed, not measured: 2 unconnected molecules or ions with the total composition C4H10O4 in a non-equilibrium geometry, with wB97M-V/def2-TZVPD.

The geometry in ORCA input format:
```
! RIJCOSX wB97M-V def2-TZVPD def2/J DEFGRID3
* xyz 0 1
C -0.580 1.931 -0.504
O -1.773 -3.061 1.125
H -1.550 -2.762 1.949
H -0.544 0.646 -2.050
H 1.834 0.329 -0.231
C 0.740 -1.565 0.122
H 1.788 -1.064 1.703
H 0.643 3.398 0.063
C 0.968 -0.208 -0.603
C -0.335 0.561 -0.994
H -0.291 -1.455 0.583
H -1.174 -0.122 -0.556
O 0.626 2.575 -0.522
O 1.891 -1.699 0.977
H -1.032 -3.414 0.756
H 0.755 -2.449 -0.552
O -1.568 2.571 -0.113
H 1.407 -0.511 -1.528
*
```

Output
* HOMO-LUMO gap: 0.4003 Ha
* highest occupied orbital energy: -10.4 eV

Computed, not measured: 2 unconnected molecules or ions with the total composition C4H10O5 in a non-equilibrium geometry, with wB97M-V/def2-TZVPD.

The geometry in ORCA input format:
```
! RIJCOSX wB97M-V def2-TZVPD def2/J DEFGRID3
* xyz 0 1
C -1.194 -0.993 0.292
H 0.285 -0.516 1.936
H -0.678 -2.212 -1.112
C 0.885 2.019 0.255
H -0.461 0.635 -2.312
O 1.519 0.198 -1.208
H -0.109 -2.270 1.720
H -1.890 0.692 -0.347
O -0.338 1.353 -1.667
H 1.598 -0.912 -0.191
H 1.705 1.682 0.884
O -0.955 -1.277 -1.059
H -0.033 2.077 0.837
H -1.858 -1.765 0.712
C 0.239 -1.355 1.235
H 1.086 3.013 -0.152
O 1.386 -1.638 0.579
O -1.889 0.201 0.484
C 0.704 1.068 -0.885
*
```

Output
* HOMO-LUMO gap: 0.3431 Ha
* highest occupied orbital energy: -8.8 eV

Computed, not measured: a molecular structure, C4H10O6P2 in a non-equilibrium geometry, with wB97M-V/def2-TZVPD.

The geometry in ORCA input format:
```
! RIJCOSX wB97M-V def2-TZVPD def2/J DEFGRID3
* xyz 0 1
H 1.333 1.720 1.513
C -1.382 -0.349 -0.023
H -0.698 0.614 -1.758
C 0.396 1.541 -0.238
O 0.465 1.834 1.151
P 1.652 0.295 -0.876
O 2.818 1.137 -0.206
H 0.503 2.480 -0.773
O -2.052 1.800 -0.410
H -1.311 -0.308 1.158
C -0.948 0.967 -0.697
O 2.298 -1.913 0.384
H -3.176 -0.025 0.218
H 0.873 -0.856 1.446
H 2.038 -2.831 0.463
O -2.687 -0.701 -0.272
C 1.118 -1.099 0.387
H -1.705 -3.069 -0.076
P -0.260 -1.694 -0.667
H 3.720 0.883 0.041
H -2.200 2.589 -0.945
O -0.795 -3.016 0.180
*
```

Output
* HOMO-LUMO gap: 0.3242 Ha
* highest occupied orbital energy: -8.5 eV

Going through the records in order, we get energy above the lowest of the compared OMol25 structures with the same formula, charge and spin values of 98.36, 40.63, 67.06, 67.42, 83.13, 40.27, 33.31, 113.00, 3.24, 40.70, 42.03, 3.17 kcal per mole.